The molecule C4H6O. Source: OMol25; level of theory: ωB97M-V/def2-TZVPD.

Properties
Max |F| (eV/A): 0.52
Energy relative to the best compared isomer or geometry (same formula, charge and spin) (kJ/mol): 189.16
E_LUMO (eV): 1.04
Structure (SMILES): C#CCOC
Net charge: 0

Last columns: bonded neighbours and bond lengths (Å).
Cartesian coordinates (Å):
1 H 0.66 0.21 1.46  C4 1.103
2 H 0.96 1.04 -0.08  C4 1.103
3 H 1.56 -1.90 -0.16  C11 1.100
4 C 0.21 0.45 0.48  H1 1.103, H2 1.103, O9 1.407, C10 1.467
5 H 0.43 -2.11 -1.52  C11 1.092
6 C -2.10 1.76 0.70  H8 1.067, C10 1.203
7 H 1.50 -0.68 -1.47  C11 1.101
8 H -3.07 2.20 0.72  C6 1.067
9 O -0.15 -0.71 -0.22  C4 1.407, C11 1.401
10 C -1.02 1.23 0.65  C4 1.467, C6 1.203
11 C 0.90 -1.37 -0.86  H3 1.100, H5 1.092, H7 1.101, O9 1.401